Entry 1:
{
  "formula": "C4H34BO25",
  "method": "ωB97M-V with the def2-TZVPD basis set",
  "max_force_ev_per_a": 0.7,
  "total_charge": -1,
  "relative_energy_kcal_mol": 28.5,
  "species": ["O", "O", "O", "O", "O", "O", "O", "O", "O", "O", "O", "O", "O", "O", "O", "O", "O", "O", "O", "O", "O", "O", "O", "O", "O", "C", "C", "C", "C", "B", "H", "H", "H", "H", "H", "H", "H", "H", "H", "H", "H", "H", "H", "H", "H", "H", "H", "H", "H", "H", "H", "H", "H", "H", "H", "H", "H", "H", "H", "H", "H", "H", "H", "H"],
  "xyz": [[0.211393, 1.399438, 0.900471], [4.465741, 2.125098, 1.900107], [-0.539029, -0.811429, 1.604652], [1.812499, 5.110318, -0.595421], [4.890898, 3.735517, -0.539202], [-0.169007, -1.098618, 5.031981], [-1.999388, 0.491955, 0.334557], [5.273887, 0.352976, -0.637194], [1.828365, 3.501528, -2.909693], [2.071462, -0.866205, -4.529293], [-0.454571, 0.806559, -4.147676], [2.669434, -2.895264, -1.749897], [1.935693, 0.093057, -1.800698], [-5.552809, 1.364230, -0.552297], [-3.914549, -0.487881, 1.051176], [-2.094326, -5.247841, 3.019747], [-0.125840, -3.284680, -0.697372], [-3.118431, -0.090114, -2.524477], [2.181648, 2.239065, 0.195756], [-4.704600, -2.228820, -1.362163], [-2.824659, 3.280578, 1.190805], [0.046838, -0.337042, -0.665371], [-4.089932, -2.771216, 4.531952], [2.290532, -1.374843, 1.412823], [-2.049233, -2.097013, 2.645103], [1.164238, 0.333425, -0.930540], [-1.753054, -1.195239, 1.911984], [1.260727, 1.483185, 0.092878], [-2.724752, -0.357719, 1.044123], [-0.562841, 0.213599, 0.540633], [4.857133, -0.037663, 0.138535], [-2.542275, 0.167432, -1.796896], [5.215350, 4.639421, -0.511168], [-4.846863, 1.932161, -0.872858], [2.449898, 5.815495, -0.744111], [-0.326103, -2.549012, -1.290646], [-3.394487, -2.665793, 3.864830], [2.625722, 2.966641, -2.954302], [0.117725, -2.008122, 4.911680], [2.145551, -1.824322, -4.535086], [3.945693, 3.802896, -0.726956], [1.804279, -3.143128, -2.084986], [1.823518, 3.891128, -2.022796], [-1.168402, 0.163701, -4.082588], [-1.743937, -5.873531, 2.379969], [-1.415673, -4.569514, 3.098085], [-0.631443, -4.028067, -1.039688], [-3.658434, -3.198540, 5.276039], [-5.330256, -2.860675, -1.726233], [4.541230, 0.771337, -1.102258], [1.864512, 4.900102, 0.343747], [2.856970, -1.250112, 2.179455], [3.617987, 2.456960, 1.587760], [-2.954786, 3.476339, 0.258613], [1.387376, -1.362712, 1.756882], [-1.084078, -1.099102, 4.731726], [2.487365, -0.608313, -3.695683], [-4.973675, -2.102150, -0.444257], [-5.093226, 0.698612, -0.021080], [2.477395, -2.535219, -0.875369], [-3.822726, -0.593151, -2.086632], [5.029350, 2.225929, 1.123254], [0.357202, 0.296717, -4.012827], [-2.044228, 2.717648, 1.208395]],
  "forces_ev_per_a": [[-0.044, 0.141, -0.156], [0.143, -0.075, 0.249], [0.171, 0.061, 0.419], [0.159, 0.117, 0.128], [-0.054, 0.044, -0.139], [0.015, 0.025, 0.103], [-0.155, -0.105, -0.011], [0.040, 0.012, 0.049], [0.069, 0.080, -0.020], [0.073, 0.042, -0.035], [0.026, -0.040, 0.142], [0.220, -0.045, -0.158], [0.444, 0.141, -0.176], [-0.104, -0.046, 0.004], [0.012, 0.081, -0.269], [0.051, -0.113, 0.114], [-0.056, -0.055, -0.164], [0.011, -0.037, 0.126], [-0.138, 0.429, -0.141], [-0.022, -0.092, 0.162], [0.000, 0.117, 0.087], [0.209, 0.147, -0.140], [0.078, 0.096, 0.081], [-0.008, -0.003, -0.144], [0.063, 0.112, 0.291], [-0.462, 0.102, -0.084], [0.061, -0.284, -0.640], [0.251, -0.531, 0.320], [-0.045, -0.064, 0.505], [-0.146, -0.204, -0.100], [-0.047, 0.028, -0.007], [0.088, 0.130, -0.088], [0.012, 0.005, -0.015], [0.010, -0.058, -0.068], [-0.090, 0.095, 0.012], [-0.063, 0.139, 0.175], [-0.222, -0.030, -0.031], [-0.046, -0.112, 0.014], [-0.007, -0.015, -0.049], [0.032, -0.017, 0.033], [-0.025, -0.065, 0.056], [-0.092, -0.063, 0.193], [-0.036, -0.050, -0.093], [-0.104, 0.032, 0.106], [0.024, 0.014, -0.021], [-0.081, 0.134, -0.137], [-0.060, 0.019, 0.013], [-0.009, -0.078, -0.019], [-0.029, 0.043, -0.048], [-0.058, -0.027, -0.016], [-0.030, -0.122, -0.013], [0.028, 0.104, 0.009], [-0.058, -0.106, -0.007], [0.018, -0.006, -0.019], [-0.028, -0.065, 0.014], [-0.011, -0.033, -0.047], [-0.093, -0.087, 0.104], [0.058, 0.071, 0.021], [0.023, 0.118, 0.048], [0.019, 0.026, 0.041], [0.025, -0.077, -0.225], [0.015, 0.021, -0.056], [-0.054, -0.018, -0.233], [0.025, -0.005, -0.050]]
}

=====

Entry 2:
{
  "formula": "C4H34BO25",
  "method": "ωB97M-V with the def2-TZVPD basis set",
  "max_force_ev_per_a": 6.7,
  "total_charge": -1,
  "relative_energy_kcal_mol": 42.6,
  "species": ["O", "O", "O", "O", "O", "O", "O", "O", "O", "O", "O", "O", "O", "O", "O", "O", "O", "O", "O", "O", "O", "O", "O", "O", "O", "C", "C", "C", "C", "B", "H", "H", "H", "H", "H", "H", "H", "H", "H", "H", "H", "H", "H", "H", "H", "H", "H", "H", "H", "H", "H", "H", "H", "H", "H", "H", "H", "H", "H", "H", "H", "H", "H", "H"],
  "xyz": [[-2.868006, -0.202140, 5.374073], [5.566600, -1.701958, -1.031827], [2.095865, 2.342042, -0.957129], [-3.229714, -1.387028, -0.206037], [-5.374605, 0.271723, 2.507334], [5.125462, 0.754496, -2.084436], [-2.234552, -1.991139, -3.025982], [-2.261714, 0.897025, -3.716230], [3.380216, -3.008873, 1.027572], [1.520971, -0.665016, 3.851661], [-4.526527, -3.852229, 0.168182], [3.165186, -0.417919, -0.619565], [-0.738091, 0.010274, 1.776365], [1.134031, -0.644125, 0.418491], [-2.648085, -0.849463, 2.651110], [-5.118276, -2.881356, 3.063805], [0.324450, 1.483486, 0.145515], [2.780124, 4.947171, -0.155402], [2.137612, 1.238805, -4.622051], [1.658472, 3.803202, -3.859388], [-6.371180, -1.928930, -0.218438], [4.876664, 2.581742, 0.183993], [0.528894, 5.173837, -1.586436], [0.410517, -3.138703, 2.154677], [-1.156161, -0.380449, -0.511599], [-2.204031, -0.760634, 0.270490], [2.082668, 0.030582, -0.157879], [-1.934004, -0.520622, 1.723713], [1.537767, 1.456765, -0.391643], [-0.118115, 0.100081, 0.421196], [5.485129, -0.072135, -1.762620], [0.665390, 6.065522, -1.906582], [4.182350, 0.600501, -2.139758], [-4.836294, -0.443878, 2.845504], [5.663593, 3.060392, -0.076495], [-5.789960, -3.387622, 2.606898], [1.280099, 4.502523, -4.392328], [-4.383449, -2.849659, 2.451218], [-4.163234, -3.022908, -0.142431], [4.618308, -1.699486, -0.901587], [-2.795651, -0.372665, 4.434963], [1.431225, 1.527368, -5.199953], [3.348436, -2.052226, 1.021695], [3.343943, 4.988838, 0.617008], [-2.811000, -1.067063, 5.780130], [1.027010, 0.153408, 3.900759], [2.087188, 1.827491, -3.868965], [-1.707644, 0.812445, -4.492168], [1.126353, 5.091635, -0.843124], [-1.455594, -2.369636, -2.618296], [-3.792232, -4.289391, 0.599387], [4.669808, 2.030985, -0.571062], [-2.199635, 0.045724, -3.283045], [3.825543, -3.229181, 1.845725], [1.219817, -1.172664, 4.605212], [2.917652, 4.067070, -0.505718], [1.267900, -3.372260, 1.798876], [-2.904679, -2.028235, -2.343506], [1.304626, 3.951560, -2.982460], [5.872531, -2.472528, -0.553440], [0.485453, -2.209223, 2.370734], [-5.805151, -1.443650, -0.818712], [-5.969791, -2.795808, -0.158057], [-4.750477, 0.864104, 2.088067]],
  "forces_ev_per_a": [[0.087, 0.308, 0.602], [0.483, -0.334, -0.042], [0.275, 0.190, -0.298], [4.389, 2.948, 2.088], [-0.358, 0.361, -0.004], [0.225, 1.031, -0.466], [0.004, 0.020, -0.521], [-0.177, 0.607, -0.053], [-0.071, -0.454, -0.050], [0.277, -0.165, -0.204], [-0.075, -0.713, 0.005], [-3.572, 1.262, 2.140], [0.046, 0.109, 0.283], [0.386, -1.266, -0.096], [0.765, 0.448, -1.242], [0.104, -0.008, 0.601], [-0.117, -0.092, -0.520], [0.015, 0.652, 0.172], [0.240, -0.998, -0.172], [0.286, -0.129, -0.417], [-0.548, 0.231, -0.160], [-0.194, 0.590, 0.796], [-0.806, -0.116, -0.593], [-0.588, -0.369, 0.133], [-1.516, -0.554, 2.104], [-3.343, -3.132, -4.881], [2.650, -1.043, -2.406], [0.082, -0.279, 1.201], [-0.450, -0.222, 0.523], [0.080, 1.264, 0.793], [0.234, -0.319, 0.210], [0.058, 0.191, -0.033], [-0.207, -0.114, -0.093], [0.016, -0.398, 0.067], [0.181, -0.011, -0.125], [-0.166, 0.040, -0.245], [-0.075, 0.094, -0.070], [0.111, 0.122, -0.271], [0.451, 0.535, 0.060], [-0.527, 0.046, 0.113], [0.047, -0.100, -0.439], [-0.085, 0.210, 0.050], [-0.109, 0.483, -0.155], [0.090, -0.074, 0.165], [-0.068, -0.184, 0.065], [-0.230, 0.258, -0.079], [-0.043, 0.470, -0.052], [0.122, -0.048, -0.114], [0.523, -0.017, 0.538], [0.248, -0.029, 0.140], [0.160, -0.237, 0.072], [0.148, -0.567, -0.610], [0.070, -0.586, 0.135], [0.142, -0.076, 0.253], [-0.099, -0.173, 0.206], [0.180, -0.574, -0.140], [0.403, 0.054, -0.297], [-0.208, 0.089, 0.408], [-0.341, 0.372, 0.681], [0.128, -0.128, 0.047], [0.223, 0.404, 0.169], [0.102, 0.272, -0.053], [-0.145, -0.270, 0.151], [0.089, 0.120, -0.066]]
}